# C4H12

A 2-piece molecular cluster, C4H12 overall at a distorted geometry (the ωB97M-V functional and the def2-TZVPD basis, the OMol25 dataset).

Properties
frontier orbital gap	12.2	eV
ΔE to the lowest compared entry with this formula, charge and spin	16.7	kcal/mol
SMILES string	CC.CC
energy	-4341.80603	eV
LUMO level	1.14	eV

Element x y z (Å)
1 H 0.9178 1.8458 0.9971
2 H -0.8655 -0.4326 1.1120
3 H -0.6475 1.7744 0.1880
4 H 2.0360 1.9914 -1.1556
5 H -0.3118 -0.6139 -0.3924
6 C 1.0269 1.5715 -1.2037
7 H 0.6442 -1.3329 0.8563
8 H -0.6001 -3.1538 1.3171
9 C -0.3825 -1.2181 0.5102
10 C 0.3808 2.1003 0.0797
11 C -1.1242 -2.5461 0.5780
12 H -2.1431 -2.3990 0.9075
13 H 0.4858 3.1798 -0.0161
14 H 0.3553 1.8203 -2.0253
15 H -1.1341 -3.1304 -0.3417
16 H 1.3621 0.5435 -1.4109